The following is a DFT calculation (wB97M-V/def2-TZVPD) of 2 unconnected molecules or ions with the total composition C4H7O2Si in a non-equilibrium geometry.

Calculated values
Multiplicity: 1
Orbital gap, eV: 6.1659
HOMO, eV: -2.36
Charge: -1
Relative energy (zero: lowest compared OMol25 entry of this formula, charge and spin), eV: 2.569
E, eV: -16232.080

Geometry (Å):
1 C 0.48943 -1.22346 0.03015
2 C -0.57503 -0.39084 0.08024
3 C 3.22049 0.00484 0.01513
4 C -2.08197 -0.91276 0.06829
5 O 3.12121 0.40300 1.11961
6 O 3.73881 -0.13530 -1.03574
7 Si -0.33252 1.46885 -0.11611
8 H 0.41780 -2.36483 0.14437
9 H -2.63608 -0.70253 -0.84922
10 H -2.63254 -0.35136 0.89382
11 H -2.03124 -2.06218 0.09107
12 H -1.17403 2.26646 0.95540
13 H -0.72069 2.22924 -1.43103
14 H 1.19635 1.77086 0.03404

Atomic forces in eV per Å
C 1.2 0.3 0.2
C -1.2 -1.2 -1.1
C 1.0 1.0 0.5
C 0.9 -0.1 0.8
O -0.4 -0.7 -0.7
O -1.1 -0.5 0.4
Si 0.8 0.4 0.3
H -0.7 1.3 -0.2
H 0.2 0.3 -0.2
H 0.3 -1.3 -0.7
H -0.3 1.7 0.7
H 0.7 -0.5 -0.7
H 0.1 -0.7 0.7
H -1.4 0.0 0.0